{"formula": "C15H24Br2CuI2OP", "method": "ωB97M-V/def2-TZVPD", "energy_ha": -8386.38780, "symbols": ["C", "O", "C", "C", "C", "C", "C", "P", "Br", "Br", "I", "C", "C", "C", "I", "C", "C", "C", "C", "C", "C", "H", "H", "H", "H", "H", "H", "H", "H", "H", "H", "H", "H", "H", "H", "H", "H", "H", "H", "H", "H", "H", "H", "H", "H", "Cu"], "xyz": [[4.718, -0.359, 2.967], [4.535, 0.571, 1.935], [3.449, 0.225, 1.096], [2.793, 1.446, 0.475], [1.292, 1.188, 0.242], [0.819, 1.862, -1.044], [-0.663, 2.138, -1.248], [-1.967, 0.755, -1.302], [-2.173, 1.029, -3.665], [-3.683, 2.462, -1.163], [-3.751, -1.114, -1.716], [-2.039, 0.667, 0.593], [-3.081, -0.131, 1.385], [-4.471, 0.478, 1.484], [-5.440, -0.357, 3.225], [-0.792, -0.687, -1.496], [-0.817, -1.655, -0.518], [-0.119, -2.826, -0.626], [0.664, -3.111, -1.750], [0.749, -2.123, -2.710], [0.022, -0.945, -2.578], [4.052, -0.159, 3.808], [4.544, -1.383, 2.634], [5.735, -0.307, 3.341], [3.797, -0.423, 0.285], [2.722, -0.352, 1.671], [3.284, 1.676, -0.466], [2.908, 2.308, 1.123], [1.107, 0.118, 0.281], [0.771, 1.663, 1.071], [1.339, 1.404, -1.883], [1.290, 2.847, -1.002], [-0.992, 2.844, -0.492], [-0.772, 2.698, -2.167], [-1.074, 0.403, 1.015], [-2.184, 1.693, 0.910], [-3.107, -1.204, 1.232], [-2.721, -0.059, 2.415], [-4.421, 1.550, 1.598], [-5.115, 0.235, 0.652], [-1.440, -1.567, 0.354], [-0.199, -3.566, 0.162], [1.195, -4.041, -1.845], [1.352, -2.289, -3.586], [0.124, -0.233, -3.378], [-2.241, -3.373, -1.321]], "forces_ev_per_a": [[0.11, -0.22, 0.30], [0.05, 0.14, -0.23], [0.11, 0.11, 0.04], [-0.25, -0.35, -0.01], [0.27, 0.60, -0.01], [0.59, 0.09, 0.29], [-0.19, -0.06, -0.20], [2.30, 1.74, 0.90], [0.03, 0.04, -0.57], [-0.43, -0.13, -0.10], [-1.50, -1.87, -0.12], [-0.80, -0.31, 0.20], [0.21, 0.56, 1.15], [0.02, -0.58, -0.20], [-0.06, 0.16, -0.20], [0.02, 0.24, -0.52], [-0.42, -0.07, 0.93], [0.24, -1.83, -0.01], [-0.15, 0.45, -0.12], [0.02, -0.43, 0.12], [0.48, 0.37, -0.43], [-0.21, 0.03, 0.06], [0.00, -0.15, -0.12], [0.20, 0.18, -0.09], [0.08, -0.24, 0.02], [-0.18, 0.06, 0.15], [0.10, 0.10, -0.14], [0.16, 0.12, 0.16], [-0.22, -0.15, -0.17], [-0.25, -0.22, 0.22], [-0.34, -0.32, -0.29], [-0.09, 0.26, -0.06], [-0.09, -0.10, 0.35], [-0.06, 0.02, -0.27], [0.34, -0.19, -0.45], [-0.03, 0.30, -0.23], [-0.24, -0.11, -0.47], [0.28, -0.01, 0.10], [-0.10, 0.16, 0.20], [-0.15, 0.03, -0.12], [0.06, 0.24, 0.12], [0.22, 0.02, 0.27], [0.12, -0.20, 0.01], [0.13, 0.08, -0.20], [-0.18, 0.20, -0.04], [-0.18, 1.21, -0.21]]}